Entry 1:
The following is a quantum chemistry calculation of C23H21BrCrN4O8S2 as an isolated structure, from the OMol25 dataset.

Structure (XYZ):
```
60
C23H21BrCrN4O8S2 ωB97M-V with the def2-TZVPD basis set
Cr -1.061 -0.839 0.281
O 2.775 -1.578 1.224
C 2.039 -0.930 0.500
O 0.805 -0.656 0.784
C 2.716 -0.161 -0.671
C 2.446 1.342 -0.465
C 3.481 2.194 -1.222
C 2.943 2.106 -2.674
C 1.777 1.125 -2.479
O 1.253 1.554 -1.223
C 2.364 -0.286 -2.202
C 0.576 -1.986 -1.717
O -0.139 -2.115 -4.418
O 0.950 -2.830 -0.910
H 3.774 -0.384 -0.540
H 2.274 1.622 0.572
H 3.476 3.221 -0.859
H 4.492 1.801 -1.113
H 2.569 3.073 -3.014
H 3.682 1.752 -3.392
H 0.993 1.177 -3.230
H 3.325 -0.330 -2.722
Br 0.738 -3.262 7.199
C 0.087 -2.289 5.704
C -0.564 -1.086 5.918
C -1.037 -0.373 4.831
C -0.884 -0.872 3.536
C -0.192 -2.064 3.343
C 0.291 -2.777 4.428
N -1.323 -0.177 2.376
C -1.901 0.950 2.449
C -2.068 1.761 1.244
C -2.775 2.952 1.272
C -2.869 3.690 0.101
C -2.259 3.208 -1.040
C -1.567 2.003 -0.982
N -1.458 1.307 0.140
H -0.687 -0.703 6.921
H -1.512 0.579 5.018
H 0.007 -2.411 2.341
H 0.837 -3.696 4.270
H -2.221 1.404 3.385
H -3.249 3.280 2.187
H -3.420 4.622 0.084
H -2.316 3.743 -1.977
H -1.114 1.555 -1.853
N -1.168 -0.634 -2.700
C -0.539 -0.809 -3.951
C 0.868 -1.174 -4.040
C 1.570 -1.500 -2.751
N -0.573 -1.301 -1.586
H -2.124 -0.994 -2.731
H -1.009 -0.212 -4.727
H 1.476 -0.805 -4.865
H 2.271 -2.322 -2.909
O -4.774 -2.283 0.383
S -3.527 -2.093 -0.312
O -3.547 -2.382 -1.732
O -3.008 -0.667 -0.101
S -1.967 -3.042 0.617
```

Properties
**Molecular weight**: 677.475 Da
**E**: -6125.00793 Ha
**Maximum force**: 0.41 eV Å⁻¹
**Orbital gap (spin up / spin down)**: 5.9855 / 5.9563 eV
**<S²>**: 3.792
**Relative energy (zero: lowest compared OMol25 entry of this formula, charge and spin)**: 84.9 kJ/mol
**Charge**: -1
**Multiplicity**: 4

Entry 2:
The following is a quantum chemistry calculation of C23H21CaN2O3 as an isolated structure, from the OMol25 dataset.

Structure (XYZ):
```
50
C23H21CaN2O3 ωB97M-V with the def2-TZVPD basis set
Ca -0.790 -0.157 0.399
O 1.443 -1.222 -0.270
C 1.871 -1.945 0.888
C 2.800 -1.046 1.685
C 2.164 0.238 2.233
C 1.159 -0.021 3.318
C 1.525 -0.044 4.658
C 0.568 -0.312 5.622
C -0.735 -0.556 5.219
C -1.023 -0.518 3.869
N -0.102 -0.255 2.938
H 0.926 -1.820 -0.833
H 2.422 -2.840 0.587
H 1.008 -2.269 1.481
H 3.630 -0.772 1.030
H 3.220 -1.626 2.512
H 1.697 0.813 1.428
H 2.963 0.865 2.633
H 2.551 0.157 4.937
H 0.835 -0.326 6.671
H -1.517 -0.767 5.936
H -2.026 -0.704 3.503
O -2.700 -1.675 0.652
N -2.417 -2.445 -0.290
O -1.259 -2.289 -0.763
C -1.018 1.976 -0.520
C -1.486 2.863 -1.243
C -2.013 3.879 -2.072
C -3.423 4.174 -1.934
C -4.292 3.236 -1.319
C -5.639 3.484 -1.145
C -6.212 4.685 -1.560
C -5.380 5.633 -2.140
C -4.027 5.393 -2.323
C -1.103 4.534 -2.979
C -1.505 5.250 -4.133
C -0.589 5.840 -4.988
C 0.779 5.752 -4.757
C 1.204 5.028 -3.645
C 0.299 4.433 -2.788
H -3.871 2.298 -0.984
H -6.257 2.723 -0.679
H -7.270 4.876 -1.426
H -5.786 6.592 -2.448
H -3.415 6.184 -2.732
H -2.553 5.303 -4.391
H -0.958 6.366 -5.863
H 1.491 6.218 -5.428
H 2.265 4.925 -3.441
H 0.656 3.866 -1.937
```

Properties
**Molecular weight**: 413.510 Da
**E**: -1901.85400 Ha
**Maximum force**: 0.65 eV Å⁻¹
**Orbital gap**: 3.3463 eV
**Relative energy (zero: lowest compared OMol25 entry of this formula, charge and spin)**: 0.0 kJ/mol
**Charge**: -1
**Multiplicity**: 1

Entry 3:
The following is a quantum chemistry calculation of C23H21IrN12 as an isolated structure, from the OMol25 dataset.

Structure (XYZ):
```
57
C23H21IrN12 ωB97M-V with the def2-TZVPD basis set
Ir 0.467 -0.049 -0.331
C 2.549 -1.711 -1.859
N 1.104 -1.731 -1.542
C 0.790 -3.062 -0.998
C 0.320 -1.566 -2.812
C -1.100 -1.233 -2.468
C -2.180 -1.654 -3.228
C -3.466 -1.266 -2.871
C -3.651 -0.468 -1.753
C -2.560 -0.060 -0.991
C -1.262 -0.429 -1.332
H 2.791 -2.544 -2.526
H 3.122 -1.801 -0.938
H 2.807 -0.778 -2.349
H 0.924 -3.820 -1.775
H -0.242 -3.089 -0.657
H 1.484 -3.284 -0.188
H 0.414 -2.479 -3.409
H 0.772 -0.745 -3.367
H -2.023 -2.280 -4.100
H -4.314 -1.585 -3.462
H -4.651 -0.161 -1.470
H -2.742 0.568 -0.123
N 3.514 1.447 -1.021
C 3.410 0.848 0.221
N 4.382 0.818 1.113
N 3.871 0.100 2.132
N 2.653 -0.237 1.891
N 2.330 0.213 0.654
C 2.456 1.674 -1.873
N 2.530 2.501 -2.900
N 1.328 2.410 -3.499
N 0.567 1.575 -2.890
N 1.258 1.078 -1.829
H 4.317 2.037 -1.164
C -0.894 3.926 0.666
C -0.329 2.835 -0.003
N -0.290 1.629 0.540
C -0.833 1.444 1.767
C -1.399 2.482 2.507
C -1.420 3.758 1.919
C -1.912 2.198 3.816
C -1.839 0.952 4.327
C -1.270 -0.129 3.574
C -1.148 -1.432 4.080
C -0.574 -2.390 3.293
C -0.150 -2.062 2.002
N -0.270 -0.855 1.481
C -0.797 0.113 2.283
H -0.899 4.888 0.175
H 0.083 2.936 -0.997
H -1.854 4.591 2.458
H -2.345 3.008 4.388
H -2.208 0.743 5.323
H -1.490 -1.657 5.082
H -0.434 -3.402 3.645
H 0.302 -2.814 1.386
```

Properties
**Molecular weight**: 657.722 Da
**E**: -1650.52878 Ha
**Maximum force**: 0.36 eV Å⁻¹
**Orbital gap**: 6.8569 eV
**Relative energy (zero: lowest compared OMol25 entry of this formula, charge and spin)**: 15.5 kJ/mol
**Multiplicity**: 1

Entry 4:
The following is a quantum chemistry calculation of C23H21N3O4 in the gas phase, from the OMol25 dataset.

Structure (XYZ):
```
51
C23H21N3O4 ωB97M-V with the def2-TZVPD basis set
C -0.823 -3.044 -0.845
C -1.287 -3.365 0.570
H -0.969 -2.568 1.246
H -0.820 -4.295 0.904
C -2.812 -3.516 0.657
C -3.504 -2.222 0.336
C -3.549 -1.199 1.274
C -4.111 0.029 0.977
C -4.633 0.260 -0.289
C -4.624 -0.769 -1.225
C -4.066 -1.992 -0.913
H -4.056 -2.775 -1.657
H -5.050 -0.583 -2.199
O -5.197 1.443 -0.707
C -4.910 2.615 0.000
C -3.452 2.936 0.020
N -2.463 2.108 -0.062
C -1.361 2.919 0.028
N -1.683 4.181 0.159
O -3.046 4.207 0.153
C -0.018 2.387 0.000
C 0.163 1.006 -0.064
C 1.436 0.480 -0.081
C 2.552 1.320 -0.036
C 2.368 2.702 0.027
C 1.093 3.227 0.046
H 0.940 4.293 0.096
H 3.227 3.350 0.061
N 3.810 0.722 -0.055
C 5.046 1.316 -0.019
O 5.239 2.510 0.034
C 6.151 0.336 -0.052
C 6.196 -1.040 -0.091
C 7.561 -1.390 -0.102
C 8.245 -0.208 -0.068
O 7.407 0.824 -0.038
H 9.296 0.006 -0.063
H 7.974 -2.377 -0.131
H 5.375 -1.729 -0.109
H 3.792 -0.287 -0.102
H 1.575 -0.591 -0.128
H -0.704 0.364 -0.097
H -5.279 2.570 1.037
H -5.443 3.418 -0.517
H -4.117 0.798 1.733
H -3.133 -1.361 2.258
H -3.077 -3.832 1.669
H -3.135 -4.293 -0.038
H -1.254 -2.105 -1.184
H -1.128 -3.830 -1.533
H 0.261 -2.961 -0.882
```

Properties
**Molecular weight**: 403.438 Da
**E**: -1354.24960 Ha
**Maximum force**: 1.25 eV Å⁻¹
**Orbital gap**: 8.6445 eV
**Relative energy (zero: lowest compared OMol25 entry of this formula, charge and spin)**: 287.2 kJ/mol
**SMILES**: CCCc1ccc(OCc2nc(-c3ccc(NC(=O)c4ccco4)cc3)no2)cc1
**Multiplicity**: 1

Entry 5:
The following is a quantum chemistry calculation of C23H21N3O7S in the gas phase, from the OMol25 dataset.

Structure (XYZ):
```
55
C23H21N3O7S ωB97M-V with the def2-TZVPD basis set
C -5.046 -1.022 -3.625
H -4.124 -1.199 -4.189
O -4.934 -1.471 -2.297
C -3.998 -0.890 -1.493
C -3.109 0.103 -1.888
C -2.193 0.620 -0.989
C -2.155 0.165 0.321
C -3.057 -0.817 0.723
C -3.959 -1.345 -0.174
H -4.656 -2.109 0.129
H -3.058 -1.160 1.747
N -1.202 0.680 1.213
S -0.901 2.325 1.272
O -2.012 3.073 0.761
O -0.446 2.594 2.606
C 0.514 2.555 0.183
C 1.102 1.461 -0.412
C 2.242 1.634 -1.192
C 2.772 2.910 -1.351
C 2.161 3.995 -0.751
C 1.021 3.842 0.032
C 0.365 4.998 0.705
H 0.340 4.829 1.780
H -0.669 5.081 0.376
H 0.892 5.926 0.494
H 2.582 4.981 -0.885
H 3.666 3.051 -1.941
N 2.913 0.534 -1.751
C 2.360 -0.668 -2.063
O 1.175 -0.898 -2.094
C 3.421 -1.757 -2.252
C 3.900 -2.044 -0.837
O 5.046 -1.930 -0.490
C 2.757 -2.292 0.091
C 2.609 -1.422 1.172
C 1.476 -1.476 1.958
C 0.512 -2.436 1.678
C 0.669 -3.342 0.636
C 1.786 -3.256 -0.168
H 1.907 -3.944 -0.990
H -0.101 -4.077 0.455
N -0.683 -2.494 2.478
O -0.939 -1.528 3.170
O -1.365 -3.490 2.408
H 1.328 -0.789 2.777
H 3.376 -0.688 1.370
H 2.942 -2.635 -2.683
H 4.255 -1.438 -2.875
H 3.904 0.658 -1.904
H 0.677 0.482 -0.270
H -1.234 0.282 2.145
H -1.513 1.394 -1.305
H -3.114 0.486 -2.896
H -5.854 -1.605 -4.065
H -5.301 0.041 -3.670
```

Properties
**Molecular weight**: 483.502 Da
**E**: -1978.11033 Ha
**Maximum force**: 1.35 eV Å⁻¹
**Orbital gap**: 6.9094 eV
**Relative energy (zero: lowest compared OMol25 entry of this formula, charge and spin)**: 174.0 kJ/mol
**SMILES**: COc1ccc(NS(=O)(=O)c2cc(NC(=O)CC(=O)c3ccc([N+](=O)[O-])cc3)ccc2C)cc1
**Multiplicity**: 1